Below is one molecule with the formula C2H6N4O2 at a distorted geometry, with properties calculated with the ωB97M-V functional and the def2-TZVPD basis.

XYZ file:
```
14
Properties=species:S:1:pos:R:3:forces:R:3
C 1.674 -0.869 -0.077 1.4 0.0 -0.1
C -1.776 -0.016 -0.160 0.1 0.8 2.0
H 0.547 1.190 -0.592 0.3 0.2 0.3
H 1.887 2.155 -0.341 0.4 0.4 -0.1
H 2.358 -1.748 -0.096 -1.3 0.4 0.1
H -0.641 -0.929 -1.611 -0.4 0.5 0.4
H -2.371 0.010 1.759 -1.8 0.0 1.0
H -0.714 -0.397 1.484 -2.3 1.5 -0.2
N 1.409 1.328 -0.060 -0.7 0.5 0.1
N 2.236 0.257 -0.069 0.2 0.0 -0.6
N -0.574 -0.393 -0.739 0.7 -0.3 -3.0
N -1.605 0.153 1.184 4.0 -1.7 0.1
O 0.325 -1.054 0.080 -0.1 -1.9 1.1
O -2.754 0.313 -0.764 -0.6 -0.3 -1.2
```
Positions in Å, forces in eV/Å.

Values from the calculation:
E_LUMO = 0.0251 Ha
Energy above the lowest of the compared OMol25 structures with the same formula, charge and spin = 61.6 kcal/mol
Charge = 0
Spin multiplicity = 1
E_HOMO = -9.182 eV
HOMO-LUMO gap = 9.86 eV

=====

Below is C2H6N4O2 as an isolated structure at a distorted geometry, with properties calculated with the ωB97M-V functional and the def2-TZVPD basis.

XYZ file:
```
14
Properties=species:S:1:pos:R:3:forces:R:3
C -0.870 0.832 -0.154 3.5 1.4 -4.3
C 1.118 -0.554 -0.272 -4.1 2.6 -1.4
H -1.095 -1.893 0.648 -0.8 0.7 0.1
H -0.871 -0.560 1.424 1.0 1.0 1.4
H -2.467 0.244 -0.414 -3.3 -0.1 -0.4
H 1.803 2.087 0.102 -3.0 -1.9 4.4
H 0.278 -0.986 -0.943 1.7 -0.6 1.2
H 2.475 -1.370 -1.073 0.6 1.0 0.5
N -1.536 -0.974 0.852 -2.2 -4.8 0.2
N -1.653 -0.275 -0.342 1.9 0.6 1.3
N 0.403 0.500 0.378 1.9 2.1 2.6
N 2.341 -0.534 -0.459 1.5 -1.9 -0.4
O -1.052 1.836 -0.806 -0.5 0.6 1.4
O 1.126 1.648 1.059 1.6 -0.8 -6.4
```
Positions in Å, forces in eV/Å.

Values from the calculation:
E_LUMO = 0.0087 Ha
Energy above the lowest of the compared OMol25 structures with the same formula, charge and spin = 127.3 kcal/mol
Charge = 0
Spin multiplicity = 1
E_HOMO = -9.770 eV
HOMO-LUMO gap = 10.01 eV

=====

Below is one molecule with the formula C2H6N4OS at a distorted geometry, with properties calculated with the ωB97M-V functional and the def2-TZVPD basis.

XYZ file:
```
14
Properties=species:S:1:pos:R:3:forces:R:3
C 0.363 0.563 1.849 0.2 1.0 -2.3
C 0.218 1.735 0.842 -0.7 -3.1 -1.4
N 0.467 -0.625 1.431 0.1 -1.9 -1.0
N 0.412 -1.570 0.651 -0.9 1.1 3.1
N -0.376 -0.589 -1.355 3.4 1.1 0.6
N -1.568 -1.097 -1.573 1.7 -4.9 -1.5
O 2.161 -1.069 -1.233 0.4 0.6 -0.5
S 0.853 -1.670 -1.188 -1.2 0.7 -0.5
H 0.515 0.819 2.858 0.2 -0.3 1.2
H 0.972 2.437 1.087 0.5 1.0 0.1
H -0.813 2.121 0.931 0.6 0.2 -0.3
H 0.412 1.252 -0.218 -0.6 1.5 2.1
H -1.396 -1.878 -2.296 -1.8 1.3 1.3
H -2.221 -0.428 -1.784 -1.8 1.7 -0.8
```
Positions in Å, forces in eV/Å.

Values from the calculation:
E_LUMO (alpha / beta) = -0.0155 / -0.0174 Ha
Energy above the lowest of the compared OMol25 structures with the same formula, charge and spin = 165.3 kcal/mol
Charge = 0
Spin multiplicity = 1
E_HOMO (alpha / beta) = -7.865 / -8.453 eV
HOMO-LUMO gap (alpha / beta) = 7.44 / 7.98 eV

=====

Below is one molecule with the formula C2H6N4S at a distorted geometry, with properties calculated with the ωB97M-V functional and the def2-TZVPD basis.

XYZ file:
```
13
Properties=species:S:1:pos:R:3:forces:R:3
C 0.342 1.614 0.000 -0.3 -1.8 -0.1
C 1.605 1.214 -0.313 0.9 -1.0 1.1
N -0.773 0.786 0.016 -1.9 -1.4 1.1
N 1.208 -1.268 0.697 -0.6 0.0 0.0
N -0.712 -0.507 -0.463 0.9 1.9 -0.3
N -1.875 -1.195 -0.324 -1.1 0.5 0.8
S 2.220 -0.406 -0.220 -0.2 -0.6 -0.4
H 0.122 2.615 0.225 -0.3 1.2 0.3
H 2.512 1.838 -0.228 -1.1 0.3 -0.5
H -1.645 1.018 0.655 2.3 -0.4 -1.7
H 1.173 -2.284 0.457 0.6 1.1 -0.1
H -2.154 -1.588 0.582 0.5 0.4 -0.3
H -2.023 -1.836 -1.083 0.3 -0.2 0.0
```
Positions in Å, forces in eV/Å.

Values from the calculation:
E_LUMO (alpha / beta) = 0.0200 / 0.0056 Ha
Energy above the lowest of the compared OMol25 structures with the same formula, charge and spin = 119.1 kcal/mol
Charge = 0
Spin multiplicity = 1
E_HOMO (alpha / beta) = -7.225 / -7.313 eV
HOMO-LUMO gap (alpha / beta) = 7.77 / 7.47 eV

=====

Below is a 2-piece molecular cluster, C2H6N4S overall at a distorted geometry, with properties calculated with the ωB97M-V functional and the def2-TZVPD basis.

XYZ file:
```
13
Properties=species:S:1:pos:R:3:forces:R:3
C -1.636 1.145 -0.486 3.3 4.6 1.5
C 0.530 -2.703 0.521 -1.9 0.5 -0.7
N 1.777 1.674 0.587 0.7 2.3 2.4
N 0.547 1.933 0.637 -1.8 1.1 0.3
N 2.247 0.753 -0.096 0.0 -2.4 -2.0
N -0.147 1.160 -0.218 0.5 -2.3 -1.9
S 0.913 -0.006 -0.907 -0.4 0.6 0.1
H -1.822 1.669 -1.437 -0.1 -0.7 0.3
H -1.934 0.178 -0.358 -1.3 -2.3 0.1
H -1.874 1.850 0.352 -0.9 -0.8 -0.7
H 1.558 -2.490 0.720 0.4 -0.3 -0.3
H 0.044 -3.000 -0.435 1.2 -0.1 0.7
H -0.202 -2.165 1.119 0.3 -0.2 0.4
```
Positions in Å, forces in eV/Å.

Values from the calculation:
E_LUMO (alpha / beta) = 0.0049 / -0.0128 Ha
Energy above the lowest of the compared OMol25 structures with the same formula, charge and spin = 145.8 kcal/mol
Charge = 0
Spin multiplicity = 1
E_HOMO (alpha / beta) = -7.485 / -8.755 eV
HOMO-LUMO gap (alpha / beta) = 7.62 / 8.41 eV

=====

Below is one molecule with the formula C2H6N4S at a distorted geometry, with properties calculated with the ωB97M-V functional and the def2-TZVPD basis.

XYZ file:
```
13
Properties=species:S:1:pos:R:3:forces:R:3
C 0.442 -0.744 -0.044 1.8 1.8 0.2
C -1.872 0.151 0.055 -0.8 0.5 -0.8
H 2.833 -1.032 0.066 -0.7 3.9 0.4
H 3.082 0.734 0.786 -1.6 -2.3 -1.9
H 0.971 -1.625 -0.295 0.1 -1.4 -0.2
H -1.209 -1.838 -0.350 0.1 3.2 1.4
H -0.318 1.420 -0.198 -1.7 0.3 0.3
H -1.886 2.236 -0.308 -0.2 -1.1 0.5
N 2.543 0.097 0.056 2.2 -1.6 1.1
N 1.179 0.283 0.163 -0.8 -0.2 0.4
N -0.912 -0.830 0.000 -0.8 -3.9 -1.2
N -1.375 1.382 -0.078 2.5 0.8 -0.3
S -3.478 -0.234 0.149 -0.1 -0.1 0.0
```
Positions in Å, forces in eV/Å.

Values from the calculation:
E_LUMO = 0.0209 Ha
Energy above the lowest of the compared OMol25 structures with the same formula, charge and spin = 39.0 kcal/mol
Charge = 0
Spin multiplicity = 1
E_HOMO = -8.173 eV
HOMO-LUMO gap = 8.74 eV

=====

Below is C2H6N4S as an isolated structure at a distorted geometry, with properties calculated with the ωB97M-V functional and the def2-TZVPD basis.

XYZ file:
```
13
Properties=species:S:1:pos:R:3:forces:R:3
C 0.372 -0.090 0.420 0.0 0.1 2.7
C 1.685 -0.371 -0.376 -2.1 -2.1 0.6
N -1.479 1.348 -0.136 -0.5 -0.3 -0.5
N -0.185 1.302 0.146 2.3 -0.4 -0.5
N -0.673 -0.980 0.059 -1.2 2.8 -2.5
N -2.015 0.239 -0.111 2.7 -1.2 0.6
S -3.498 -0.290 -0.024 -1.6 -0.5 -0.1
H 0.533 -0.003 1.594 0.2 -0.7 -2.2
H 1.460 -0.868 -1.348 0.0 0.1 0.9
H 2.352 -0.957 0.250 0.0 -0.3 -0.2
H 2.185 0.486 -0.605 1.4 2.7 -0.5
H 0.432 1.754 -0.533 -0.8 0.4 0.1
H -1.169 -1.570 0.664 -0.3 -0.6 1.7
```
Positions in Å, forces in eV/Å.

Values from the calculation:
E_LUMO = 0.0100 Ha
Energy above the lowest of the compared OMol25 structures with the same formula, charge and spin = 107.4 kcal/mol
Charge = 0
Spin multiplicity = 1
E_HOMO = -8.190 eV
HOMO-LUMO gap = 8.46 eV

=====

Below is one molecule with the formula C2H6N4S at a distorted geometry, with properties calculated with the ωB97M-V functional and the def2-TZVPD basis.

XYZ file:
```
13
Properties=species:S:1:pos:R:3:forces:R:3
C -1.634 0.824 0.140 2.0 -0.7 -1.9
C 0.619 1.130 -0.065 1.8 1.3 0.1
H -1.777 -1.462 -0.642 -2.6 0.1 0.7
H -2.247 -1.686 0.827 -1.1 0.9 -0.5
H -3.681 0.572 0.318 2.5 -1.9 -1.1
H -1.745 1.938 0.281 -0.2 -1.2 0.1
H 0.287 2.218 -0.016 1.0 -0.9 -0.1
H 3.750 -0.419 0.418 -0.9 -0.1 -0.4
N -2.713 -1.323 -0.055 3.7 -1.1 -0.9
N -2.762 0.079 -0.045 -1.9 2.8 2.4
N -0.443 0.282 -0.129 -2.7 -0.2 1.1
N 1.899 0.880 -0.050 -1.8 -0.1 0.3
S 2.477 -0.769 0.019 0.0 1.1 0.1
```
Positions in Å, forces in eV/Å.

Values from the calculation:
E_LUMO = 0.0185 Ha
Energy above the lowest of the compared OMol25 structures with the same formula, charge and spin = 62.3 kcal/mol
Charge = 0
Spin multiplicity = 1
E_HOMO = -8.182 eV
HOMO-LUMO gap = 8.68 eV

=====

Below is a 2-piece molecular cluster, C2H6N4S overall at a distorted geometry, with properties calculated with the ωB97M-V functional and the def2-TZVPD basis.

XYZ file:
```
13
Properties=species:S:1:pos:R:3:forces:R:3
C 0.479 0.614 -0.895 -0.2 1.7 -0.6
C -0.385 1.379 0.066 0.4 -0.3 0.6
N -1.548 -0.808 -1.535 -0.1 -0.9 0.4
N 1.217 -0.248 -0.399 1.3 -2.3 0.5
N -1.524 -2.043 -1.441 -1.7 -1.0 -0.4
N -2.384 0.017 -1.513 1.6 -2.0 0.3
S -3.048 1.334 -1.777 -1.9 2.9 -0.9
H 0.588 0.900 -1.955 -0.6 0.0 0.2
H -1.305 0.778 0.309 1.0 1.1 -0.1
H -0.559 2.393 -0.283 -0.5 0.0 0.0
H 0.262 1.436 0.962 -0.7 0.0 -0.2
H 1.746 -0.760 -1.107 0.2 0.3 0.1
H -0.655 -2.508 -1.295 1.3 0.7 0.1
```
Positions in Å, forces in eV/Å.

Values from the calculation:
E_LUMO = -0.0413 Ha
Energy above the lowest of the compared OMol25 structures with the same formula, charge and spin = 121.9 kcal/mol
Charge = 0
Spin multiplicity = 1
E_HOMO = -8.358 eV
HOMO-LUMO gap = 7.23 eV

=====

Below is one molecule with the formula C2H6N4S at a distorted geometry, with properties calculated with the ωB97M-V functional and the def2-TZVPD basis.

XYZ file:
```
13
Properties=species:S:1:pos:R:3:forces:R:3
C 0.543 1.409 0.178 0.8 1.1 -2.3
C 0.847 1.462 -1.184 -0.7 -1.7 1.9
N -0.038 0.444 0.872 -1.8 -3.6 3.1
N 0.640 -1.192 -1.229 0.6 -0.4 -0.4
N -1.014 -0.336 0.375 0.2 -0.2 0.3
N -1.227 -1.534 1.101 -1.4 0.4 -0.5
S 0.891 0.052 -2.187 0.1 1.9 -0.1
H 0.651 2.301 0.735 0.6 0.9 0.6
H 1.156 2.436 -1.506 0.2 0.0 -0.8
H 0.195 0.231 1.904 -0.2 0.9 -2.1
H 0.744 -1.925 -1.944 -0.2 -0.3 0.5
H -1.209 -1.467 2.151 -0.2 0.2 -1.2
H -2.176 -1.881 0.735 2.0 0.7 1.1
```
Positions in Å, forces in eV/Å.

Values from the calculation:
E_LUMO (alpha / beta) = 0.0110 / 0.0292 Ha
Energy above the lowest of the compared OMol25 structures with the same formula, charge and spin = 120.9 kcal/mol
Charge = 0
Spin multiplicity = 1
E_HOMO (alpha / beta) = -6.921 / -6.955 eV
HOMO-LUMO gap (alpha / beta) = 7.22 / 7.75 eV

=====

Copy entry 3 word for word.
Below is one molecule with the formula C2H6N4OS at a distorted geometry, with properties calculated with the ωB97M-V functional and the def2-TZVPD basis.

XYZ file:
```
14
Properties=species:S:1:pos:R:3:forces:R:3
C 0.363 0.563 1.849 0.2 1.0 -2.3
C 0.218 1.735 0.842 -0.7 -3.1 -1.4
N 0.467 -0.625 1.431 0.1 -1.9 -1.0
N 0.412 -1.570 0.651 -0.9 1.1 3.1
N -0.376 -0.589 -1.355 3.4 1.1 0.6
N -1.568 -1.097 -1.573 1.7 -4.9 -1.5
O 2.161 -1.069 -1.233 0.4 0.6 -0.5
S 0.853 -1.670 -1.188 -1.2 0.7 -0.5
H 0.515 0.819 2.858 0.2 -0.3 1.2
H 0.972 2.437 1.087 0.5 1.0 0.1
H -0.813 2.121 0.931 0.6 0.2 -0.3
H 0.412 1.252 -0.218 -0.6 1.5 2.1
H -1.396 -1.878 -2.296 -1.8 1.3 1.3
H -2.221 -0.428 -1.784 -1.8 1.7 -0.8
```
Positions in Å, forces in eV/Å.

Values from the calculation:
E_LUMO (alpha / beta) = -0.0155 / -0.0174 Ha
Energy above the lowest of the compared OMol25 structures with the same formula, charge and spin = 165.3 kcal/mol
Charge = 0
Spin multiplicity = 1
E_HOMO (alpha / beta) = -7.865 / -8.453 eV
HOMO-LUMO gap (alpha / beta) = 7.44 / 7.98 eV

=====

Please write out number 3 again, unchanged.
Below is one molecule with the formula C2H6N4OS at a distorted geometry, with properties calculated with the ωB97M-V functional and the def2-TZVPD basis.

XYZ file:
```
14
Properties=species:S:1:pos:R:3:forces:R:3
C 0.363 0.563 1.849 0.2 1.0 -2.3
C 0.218 1.735 0.842 -0.7 -3.1 -1.4
N 0.467 -0.625 1.431 0.1 -1.9 -1.0
N 0.412 -1.570 0.651 -0.9 1.1 3.1
N -0.376 -0.589 -1.355 3.4 1.1 0.6
N -1.568 -1.097 -1.573 1.7 -4.9 -1.5
O 2.161 -1.069 -1.233 0.4 0.6 -0.5
S 0.853 -1.670 -1.188 -1.2 0.7 -0.5
H 0.515 0.819 2.858 0.2 -0.3 1.2
H 0.972 2.437 1.087 0.5 1.0 0.1
H -0.813 2.121 0.931 0.6 0.2 -0.3
H 0.412 1.252 -0.218 -0.6 1.5 2.1
H -1.396 -1.878 -2.296 -1.8 1.3 1.3
H -2.221 -0.428 -1.784 -1.8 1.7 -0.8
```
Positions in Å, forces in eV/Å.

Values from the calculation:
E_LUMO (alpha / beta) = -0.0155 / -0.0174 Ha
Energy above the lowest of the compared OMol25 structures with the same formula, charge and spin = 165.3 kcal/mol
Charge = 0
Spin multiplicity = 1
E_HOMO (alpha / beta) = -7.865 / -8.453 eV
HOMO-LUMO gap (alpha / beta) = 7.44 / 7.98 eV